Entry 1:
Here is a 7-piece molecular cluster, C10H35N13O7 overall at a distorted geometry from OMol25. Energies are from wB97M-V/def2-TZVPD.

The geometry in ORCA input format:
```
! RIJCOSX wB97M-V def2-TZVPD def2/J DEFGRID3
* xyz 0 1
C 2.02705 1.87969 -4.21156
O 1.98127 2.43748 -2.85299
C 1.82514 1.49439 -1.85122
C 1.96079 2.12373 -0.47711
C 3.34160 2.61350 -0.12647
N 1.32182 1.16083 0.44963
H 1.75397 2.65210 -4.93053
H 1.52180 0.93145 -4.39504
H 3.01958 1.49516 -4.44634
H 0.85870 0.99789 -1.93832
H 2.59213 0.75512 -2.08210
H 1.40715 3.05762 -0.37996
H 4.04482 1.78277 -0.18532
H 3.22352 2.82981 0.93530
H 3.57410 3.55150 -0.63066
H 1.63580 0.27715 0.07462
H 1.90790 1.27702 1.26394
N -3.65581 -3.32780 1.92742
C -4.89851 -3.04822 2.19226
N -5.12112 -1.77924 2.10289
O -5.76375 -3.82884 2.45928
H -3.03678 -2.56455 1.69428
H -3.36883 -4.29614 1.92019
H -5.96124 -1.37743 2.49384
H -4.41588 -1.25676 1.60315
N 3.46527 -1.41379 1.23640
C 2.84298 -1.99148 0.25674
N 3.52414 -3.05414 -0.00569
O 1.87415 -1.68122 -0.39389
H 2.90248 -0.66123 1.60657
H 4.32256 -1.82794 1.57349
H 4.36258 -3.27244 0.51342
H 3.19592 -3.56275 -0.81419
N -1.12485 -0.96236 -0.61867
C -1.86797 -0.41917 0.30728
N -1.31599 0.62465 0.90597
O -2.91422 -0.88304 0.68912
H -1.53948 -1.82442 -0.94275
H -0.39419 -0.33901 -0.93120
H -1.88613 1.08528 1.60085
H -0.38238 0.94987 0.69931
N 0.05701 4.41500 3.88119
C 0.26511 3.28049 3.18327
N 0.06348 3.40667 1.91231
O 0.65759 2.23335 3.66684
H 0.08755 4.39725 4.89057
H -0.42223 5.22842 3.52233
H 0.23501 2.50627 1.48810
H -0.45774 4.18598 1.53666
N -1.98912 1.45728 -2.48107
C -1.59089 1.61467 -3.69849
N -1.10645 2.77113 -3.81443
O -1.90523 0.90633 -4.66629
H -2.87408 0.97798 -2.39617
H -1.73008 2.13787 -1.78122
H -1.10831 3.38335 -3.01114
H -0.87546 3.21438 -4.69208
N -0.78296 -5.61344 1.00266
C -0.94330 -4.47513 0.39095
N -0.03062 -3.66862 0.86845
O -1.70454 -4.14620 -0.56180
H -1.01179 -6.50535 0.58765
H -0.52715 -5.58353 1.97927
H 0.71016 -3.93902 1.49950
H 0.14394 -2.79046 0.40104
*
```

Summary:
Strongest force on any atom ... 8.2 eV/A
Orbital gap ... 8.05 eV
Relative energy (zero: lowest compared OMol25 entry of this formula, charge and spin) ... 118.3 kcal per mole
Electronic energy ... -1640.607276 hartree
E_LUMO ... -0.07 eV
Molar mass ... 449.47 g mol⁻¹

Entry 2:
Here is a 2-piece molecular cluster, C4H12S overall at a distorted geometry from OMol25. Energies are from wB97M-V/def2-TZVPD.

The geometry in ORCA input format:
```
! RIJCOSX wB97M-V def2-TZVPD def2/J DEFGRID3
* xyz 0 1
C -0.85832 -0.99209 -0.95218
S -2.27221 -2.04223 -0.63010
C -1.40160 -3.58393 -0.27815
H -0.16815 -1.48473 -1.63840
H -1.10630 -0.06628 -1.46796
H -0.31964 -0.75405 -0.04027
H -0.65197 -3.58532 0.50458
H -1.02565 -4.02847 -1.19683
H -2.16133 -4.28474 0.09038
C 1.24304 1.87351 0.45974
C 1.27459 3.29169 0.99371
H 1.81725 1.78676 -0.46489
H 1.51492 1.12422 1.19828
H 0.23186 1.64957 0.10362
H 2.28295 3.67423 1.18299
H 0.69264 3.43531 1.90152
H 0.90791 3.98655 0.23397
*
```

Summary:
Strongest force on any atom ... 1.1 eV/A
Orbital gap ... 9.54 eV
Relative energy (zero: lowest compared OMol25 entry of this formula, charge and spin) ... 5.0 kcal per mole
Electronic energy ... -557.762485 hartree
E_LUMO ... 1.00 eV
Molar mass ... 92.21 g mol⁻¹

Entry 3:
Here is C43H36N10O4SSbSc as an isolated structure from OMol25. Energies are from wB97M-V/def2-TZVPD.

The geometry in ORCA input format:
```
! RIJCOSX wB97M-V def2-TZVPD def2/J DEFGRID3
* xyz 0 1
Sc 0.24778 0.41255 -1.48516
C -2.33336 2.96017 -1.32227
C -1.00407 3.63246 -1.52479
C -1.04280 4.97480 -1.90775
C 0.11324 5.69302 -2.05472
C 1.31213 5.05850 -1.75701
C 1.29451 3.72629 -1.39044
N 0.15764 2.99032 -1.31084
Sb 3.20769 2.99179 -0.79304
C 3.27586 1.41656 -2.25715
C 4.48677 0.79632 -2.50750
C 4.62505 0.06811 -3.68449
C 3.58773 0.07101 -4.59255
C 2.39476 0.72585 -4.28241
C 1.29605 0.84098 -5.29219
N 2.22326 1.32642 -3.09591
C 2.58204 2.01182 1.01276
C 2.99584 2.59246 2.20494
C 2.66314 1.96696 3.39852
C 1.96943 0.77668 3.34335
C 1.59472 0.24737 2.10857
C 0.85393 -1.06109 2.05094
N 1.87638 0.87279 0.96230
H -2.85049 3.45787 -0.49857
H -2.24822 1.91195 -1.08110
H -2.94966 3.08258 -2.21374
H -2.00586 5.42571 -2.10811
H 0.09072 6.72587 -2.37912
H 2.25207 5.59229 -1.80824
H 5.31107 0.89726 -1.81216
H 5.54923 -0.45188 -3.90634
H 3.68027 -0.43148 -5.54658
H 1.34173 0.03071 -6.01741
H 1.39532 1.79572 -5.81585
H 0.32610 0.84004 -4.80818
H 3.56920 3.51140 2.19710
H 2.95162 2.39767 4.34993
H 1.70655 0.24148 4.24836
H 1.42723 -1.83302 2.57042
H 0.69802 -1.37174 1.02044
H -0.11613 -0.97750 2.54969
O 1.74204 -0.88070 -1.17735
N 2.37357 -1.88556 -1.76146
C 3.51250 -2.30047 -1.15748
C 4.25770 -3.31067 -1.68488
C 3.81289 -3.90977 -2.87336
C 2.65920 -3.47658 -3.46722
C 1.88342 -2.42388 -2.91931
S 0.46662 -1.79405 -3.57896
H 3.75470 -1.76232 -0.25388
H 5.16097 -3.62586 -1.18371
H 4.38242 -4.71467 -3.32096
H 2.29390 -3.91740 -4.38380
C 0.58194 -0.60437 7.55019
O -0.80680 -0.36168 7.67219
C -1.62686 -0.93970 6.75220
C -2.98910 -0.70505 6.91682
C -3.89966 -1.26094 6.03926
C -3.46390 -2.01778 4.96017
C -2.11197 -2.27747 4.81381
C -1.18697 -1.74545 5.70476
N -4.46579 -2.64560 4.12217
N -4.42818 -2.54960 2.88752
C -3.51079 -1.66168 2.21862
C -3.39636 -0.32868 2.50490
C -2.53574 0.51156 1.77474
C -1.76625 0.00743 0.75088
O -0.86701 0.71103 0.10507
C -1.94445 -1.35584 0.38190
N -1.20817 -1.77889 -0.68318
C -1.28748 -3.04392 -1.01886
C -2.11170 -3.97062 -0.34364
C -2.87232 -3.55034 0.70734
C -2.80360 -2.19433 1.11049
H 1.05820 -0.08139 8.37361
H 0.96806 -0.21347 6.60532
H 0.81026 -1.67035 7.61969
H -3.31359 -0.09875 7.75310
H -4.96316 -1.10508 6.17871
H -1.77145 -2.90451 3.99816
H -0.13886 -1.97446 5.57460
H -3.97282 0.08893 3.32056
H -2.43456 1.55783 2.03458
H -0.70133 -3.34765 -1.87865
H -2.13851 -4.99884 -0.67947
H -3.52963 -4.22759 1.23777
N -2.87234 -0.50466 -3.30575
C -2.12644 0.58210 -3.59015
O -1.06009 0.73766 -2.89747
C -2.52007 1.48755 -4.57966
C -3.69458 1.21443 -5.33568
N -4.67073 0.93943 -5.88653
C -1.77525 2.67649 -4.81635
N -1.17414 3.64155 -5.01293
H -2.44132 -1.21757 -2.73850
H -3.64294 -0.75489 -3.90369
*
```

Summary:
Strongest force on any atom ... 0.9 eV/A
Orbital gap ... 7.48 eV
Relative energy (zero: lowest compared OMol25 entry of this formula, charge and spin) ... 1.8 kcal per mole
Electronic energy ... -3907.986818 hartree
E_LUMO ... -0.14 eV
Molar mass ... 955.61 g mol⁻¹

Entry 4:
Here is C20H24AuCl5Ge3N2O2 as an isolated structure from OMol25. Energies are from wB97M-V/def2-TZVPD.

The geometry in ORCA input format:
```
! RIJCOSX wB97M-V def2-TZVPD def2/J DEFGRID3
* xyz 2 3
Au -2.41384 2.54473 0.08876
Cl -3.40017 5.13749 -2.43686
Ge -1.75588 4.36336 -1.36535
Cl -0.90506 5.84447 -0.09647
Cl -0.25356 3.71322 -2.74897
Cl -0.51791 -1.54736 -3.47370
C -1.99333 -0.81566 -2.86790
Cl -2.99748 -1.97913 -1.96927
C -1.73548 0.32444 -1.89918
O -2.52206 1.25572 -1.91195
O -0.78747 0.25274 -1.02301
H -2.57068 -0.44352 -3.71022
N -4.51442 0.30776 3.03380
C -3.64078 0.93016 3.88982
C -2.78592 1.63088 3.10358
N -3.13362 1.43617 1.78276
C -4.18566 0.63721 1.77930
H -5.29803 -0.26791 3.30226
H -3.70972 0.83191 4.95695
H -1.95924 2.25573 3.38721
H -4.71820 0.29925 0.90815
C 2.36734 -3.34708 1.00474
Ge 0.55756 -3.05899 0.38539
C 0.01270 -4.15156 -1.10412
C -0.81505 -2.62589 1.68536
Ge 0.87360 -0.42965 -0.55548
C 1.00850 0.60845 1.07775
C 0.71920 1.97137 0.94763
C 0.89186 2.81711 2.03309
C 1.33570 2.31048 3.24736
C 1.62027 0.95997 3.37891
C 1.45962 0.10845 2.29401
C 2.13414 -0.21533 -1.98379
C 2.82083 -1.29212 -2.53852
C 3.71959 -1.06771 -3.56848
C 3.92174 0.22262 -4.04017
C 3.23970 1.29288 -3.48143
C 2.33861 1.08337 -2.44694
H 2.36980 -4.36087 1.41677
H 2.66966 -2.65786 1.78713
H 3.08484 -3.31387 0.18737
H -0.06572 -5.16695 -0.70396
H 0.75289 -4.15346 -1.90041
H -0.95482 -3.85103 -1.49462
H -1.43681 -3.51561 1.80406
H -1.44731 -1.80760 1.34030
H -0.37123 -2.35784 2.64112
H 0.39123 2.38437 0.00105
H 0.68952 3.87478 1.92273
H 1.46914 2.97413 4.09032
H 1.97658 0.57015 4.32238
H 1.69392 -0.93940 2.41282
H 2.66248 -2.30196 -2.17818
H 4.26150 -1.89570 -4.00374
H 4.61856 0.39480 -4.84885
H 3.41115 2.29682 -3.84416
H 1.81722 1.92907 -2.01713
*
```

Summary:
Expectation value of S² ... 2.008
Strongest force on any atom ... 0.4 eV/A
Orbital gap (spin up / spin down) ... 9.17 / 5.59 eV
Relative energy (zero: lowest compared OMol25 entry of this formula, charge and spin) ... 0.0 kcal per mole
Electronic energy ... -9703.461331 hartree
E_LUMO (spin up / spin down) ... -5.27 / -9.27 eV
Molar mass ... 916.49 g mol⁻¹